No. 1
75
Properties=species:S:1:pos:R:3:lowdin_charge:R:1 method="wB97M-V/def2-TZVPD" total_charge=-1 e_lumo_ev="2.2 / 2.2" gap_ev="5.245 / 5.745" homo_energy_ev="-3.076 / -3.576" spin_multiplicity=8
Eu 0.526 -0.123 -1.183 1.28
C 0.000 -2.154 2.377 -0.20
C -0.940 -2.530 1.404 -0.24
C -0.299 -2.572 0.156 -0.27
C 1.062 -2.196 0.361 -0.33
C 1.218 -1.931 1.737 -0.19
H -0.189 -2.055 3.437 0.08
H -1.965 -2.823 1.596 0.08
H -0.709 -3.061 -0.716 0.06
H 1.890 -2.412 -0.303 0.06
H 2.145 -1.660 2.225 0.08
C -2.660 2.260 -2.267 -0.09
C -2.804 0.915 -2.888 -0.70
N -1.979 -0.064 -2.715 -0.03
C -2.288 -1.150 -3.503 -0.35
C -3.425 -1.001 -4.237 -0.35
S -4.096 0.552 -3.989 1.04
C -1.363 -2.277 -3.611 -0.34
C -1.585 -3.377 -4.383 -0.36
S -0.223 -4.408 -4.349 1.04
C 0.573 -3.294 -3.276 -0.62
N -0.136 -2.256 -2.985 0.02
C 1.933 -3.603 -2.757 -0.08
H -1.668 2.338 -1.826 0.05
H -3.414 2.423 -1.494 0.07
H -2.767 3.037 -3.023 0.08
H -3.874 -1.689 -4.934 0.07
H -2.452 -3.619 -4.975 0.07
H 2.457 -4.265 -3.446 0.07
H 1.853 -4.109 -1.792 0.08
H 2.502 -2.683 -2.617 0.06
C 1.756 1.746 2.056 -0.11
C 2.792 1.845 0.932 -0.65
C 3.765 0.666 1.067 -0.07
C 3.579 3.149 1.173 -0.09
C 2.056 1.839 -0.440 -0.33
H 2.239 1.780 3.041 0.08
H 1.196 0.816 1.979 0.03
H 1.052 2.584 1.990 0.07
H 4.134 0.590 2.097 0.08
H 4.639 0.784 0.418 0.08
H 3.270 -0.271 0.811 0.05
H 4.020 3.154 2.178 0.07
H 2.913 4.012 1.090 0.07
H 4.396 3.278 0.458 0.06
H 1.557 2.825 -0.474 0.05
N 4.516 0.579 -3.032 0.17
C 3.467 0.554 -2.184 -0.64
O 2.897 -0.510 -1.928 -0.17
C 3.087 1.894 -1.592 -0.27
I 0.731 1.015 -4.102 -0.04
H 4.783 -0.251 -3.529 0.10
H 4.906 1.454 -3.324 0.10
H 4.031 2.381 -1.292 0.09
H 2.692 2.491 -2.417 0.05
C -2.066 2.324 1.304 -0.27
P -1.718 0.485 1.280 0.93
C -3.282 -0.078 0.477 -0.28
C -2.190 0.250 3.045 -0.38
C -1.279 0.698 4.003 -0.11
C -1.550 0.586 5.356 -0.09
C -2.739 0.009 5.783 -0.11
C -3.651 -0.439 4.842 -0.10
C -3.382 -0.316 3.483 -0.09
H -1.434 2.787 2.063 0.02
H -3.111 2.528 1.555 0.04
H -1.822 2.781 0.345 0.01
H -4.148 0.469 0.857 0.04
H -3.405 -1.145 0.662 0.03
H -3.209 0.064 -0.593 -0.01
H -0.338 1.126 3.672 0.08
H -0.823 0.929 6.082 0.10
H -2.949 -0.098 6.840 0.09
H -4.581 -0.897 5.161 0.09
H -4.119 -0.677 2.779 0.09

---

No. 2
23
Properties=species:S:1:pos:R:3:lowdin_charge:R:1 method="wB97M-V/def2-TZVPD" total_charge=0 e_lumo_ev=0.5 gap_ev=8.280 homo_energy_ev=-7.822 smiles=NCCNCCN.O spin_multiplicity=1
N -1.373 0.837 2.310 0.00
C -0.363 -0.189 2.407 -0.30
C 0.881 0.100 1.603 -0.24
N 0.637 0.087 0.161 -0.08
C 1.464 -0.643 -0.750 -0.23
C 0.625 -1.567 -1.693 -0.28
N 0.024 -0.856 -2.796 -0.01
H -2.309 0.538 2.533 0.06
H -1.395 1.263 1.397 0.03
H -0.700 -1.184 2.093 0.11
H -0.050 -0.317 3.445 0.10
H 1.421 1.011 1.882 0.11
H 1.586 -0.707 1.824 0.11
H 0.150 0.921 -0.142 0.08
H 2.214 -1.171 -0.180 0.10
H 1.978 -0.007 -1.477 0.10
H -0.193 -1.942 -1.072 0.10
H 1.241 -2.394 -2.032 0.09
H 0.683 -0.376 -3.386 0.06
H -0.743 -0.297 -2.462 0.04
O -1.665 1.967 -1.175 -0.06
H -2.371 2.303 -0.604 0.04
H -1.743 2.622 -1.885 0.05

---

No. 3
14
Properties=species:S:1:pos:R:3:lowdin_charge:R:1 method="wB97M-V/def2-TZVPD" total_charge=0 e_lumo_ev=0.9 gap_ev=10.203 homo_energy_ev=-9.321 smiles=Cc1cn(C)nn1 spin_multiplicity=1
C -2.540 0.077 -0.089 -0.06
C -1.070 -0.129 -0.096 -0.35
C 0.034 0.662 -0.285 -0.01
N 1.087 -0.167 0.009 -0.21
C 2.503 0.062 0.128 -0.03
N 0.656 -1.379 0.340 0.01
N -0.628 -1.385 0.253 0.04
H -2.987 -0.879 -0.346 0.07
H -2.917 0.308 0.910 0.08
H -2.916 0.843 -0.762 0.07
H 0.173 1.690 -0.593 0.12
H 2.822 -0.446 1.037 0.09
H 2.736 1.122 0.201 0.09
H 3.047 -0.379 -0.707 0.09

---

No. 4
85
Properties=species:S:1:pos:R:3:lowdin_charge:R:1 method="wB97M-V/def2-TZVPD" total_charge=-1 e_lumo_ev=1.6 gap_ev=5.858 homo_energy_ev=-4.297 spin_multiplicity=1
C -8.255 -4.444 -1.174 0.01
C -6.813 -4.023 -1.235 -0.53
O -6.377 -3.389 -2.166 0.12
O -6.037 -4.427 -0.196 -0.04
C -5.971 -3.459 0.874 -0.17
C -4.898 -2.391 0.669 -0.23
C -4.245 -2.043 2.004 -0.34
C -3.759 -0.588 2.157 -0.40
Nb -1.886 0.133 1.103 1.20
I -3.267 0.221 -1.386 0.24
C -0.866 0.158 3.147 -0.20
C 0.463 -0.461 3.254 -0.55
O 0.683 -1.618 3.588 0.06
O 1.482 0.454 3.026 0.02
C 2.766 0.041 2.842 -0.52
C 3.746 1.033 3.404 0.01
O 3.110 -0.957 2.264 0.12
C -0.001 0.672 -0.034 -0.45
C 0.553 2.055 -0.371 -0.77
C -0.380 3.039 -1.065 -0.15
Cl 1.459 2.836 0.993 0.63
P -1.031 -2.270 0.626 0.73
N 0.678 -2.313 0.504 -0.20
O -1.541 -2.664 -0.916 -0.45
P -2.642 2.618 1.470 0.35
O -3.553 2.524 2.637 -0.39
O -3.495 3.312 0.238 -0.28
O -1.453 3.700 1.856 -0.26
H -8.848 -3.630 -0.781 0.08
H -8.569 -4.650 -2.185 0.08
H -8.391 -5.332 -0.574 0.08
H -5.751 -4.006 1.780 0.12
H -6.946 -2.994 0.982 0.12
H -4.198 -2.706 -0.091 0.08
H -5.385 -1.485 0.332 0.07
H -5.047 -2.182 2.739 0.09
H -3.495 -2.780 2.279 0.07
H -4.581 0.049 1.840 0.03
H -3.636 -0.403 3.219 0.03
H -0.858 1.203 3.446 0.06
H -1.506 -0.409 3.804 0.05
H 3.261 1.961 3.665 0.07
H 4.470 1.237 2.630 0.08
H 4.224 0.585 4.262 0.09
H -0.088 0.178 -1.001 0.01
H 0.818 0.134 0.446 0.00
H 1.365 1.895 -1.069 0.07
H -0.020 3.241 -2.067 0.07
H -1.377 2.629 -1.160 -0.01
H -0.386 3.989 -0.552 0.04
H 1.025 -2.332 -0.445 0.02
H 0.991 -3.139 0.990 0.02
H -0.776 -2.869 -1.454 0.01
H -3.315 4.248 0.167 0.04
H -1.665 4.567 1.509 0.04
O 1.559 -4.189 -2.278 -0.28
S 2.184 -5.475 -2.212 0.56
O 3.152 -5.766 -1.204 -0.27
O 2.791 -5.820 -3.641 -0.26
C 3.660 -4.836 -4.243 -0.25
C 5.062 -4.877 -3.668 -0.07
C 0.937 -6.715 -2.193 -0.12
H 3.215 -3.846 -4.143 0.11
H 3.675 -5.085 -5.302 0.12
H 5.074 -4.546 -2.631 0.07
H 5.718 -4.223 -4.244 0.08
H 5.458 -5.891 -3.697 0.08
H 0.238 -6.521 -3.001 0.08
H 0.434 -6.644 -1.231 0.08
H 1.409 -7.686 -2.304 0.07
O 5.710 5.592 -0.372 -0.28
S 4.365 6.008 -0.112 0.57
O 3.347 5.775 -1.084 -0.27
O 4.390 7.567 0.240 -0.27
C 5.078 8.437 -0.676 -0.26
C 4.246 8.760 -1.902 -0.07
C 3.847 5.431 1.464 -0.14
H 6.038 7.996 -0.949 0.11
H 5.283 9.343 -0.107 0.12
H 4.106 7.879 -2.527 0.07
H 4.741 9.529 -2.496 0.08
H 3.259 9.118 -1.610 0.08
H 4.612 5.689 2.191 0.07
H 3.730 4.352 1.392 0.03
H 2.895 5.893 1.710 0.08

---

No. 5
15
Properties=species:S:1:pos:R:3:lowdin_charge:R:1 method="wB97M-V/def2-TZVPD" total_charge=0 e_lumo_ev=0.5 gap_ev=8.604 homo_energy_ev=-8.147 smiles=COc1n(O)cc[n+]1[O-] spin_multiplicity=1
C 2.338 0.253 0.610 -0.03
O 1.398 0.541 -0.434 -0.02
C 0.134 0.296 -0.127 -0.16
N -0.794 -0.558 -1.114 -0.07
O -0.489 -0.852 -2.415 0.05
C -1.990 -0.596 -0.500 -0.07
C -1.884 -0.054 0.741 -0.02
N -0.613 0.459 0.947 -0.23
O -0.238 1.037 2.012 -0.10
H 1.957 0.621 1.566 0.08
H 3.255 0.774 0.346 0.09
H 2.522 -0.824 0.671 0.10
H -0.136 -0.061 -2.853 0.13
H -2.845 -1.043 -0.970 0.13
H -2.615 0.008 1.520 0.12

---

No. 6
189
Properties=species:S:1:pos:R:3:lowdin_charge:R:1 method="wB97M-V/def2-TZVPD" total_charge=0 e_lumo_ev=-0.5 gap_ev=9.737 homo_energy_ev=-10.216 spin_multiplicity=1
C -1.035 7.219 2.206 -0.05
C -0.258 8.624 2.053 -0.29
O -1.159 9.635 2.315 -0.21
P -1.864 10.394 1.019 0.51
O -2.229 9.648 -0.186 -0.21
O -0.692 11.477 0.770 -0.24
C -0.152 12.248 1.811 -0.25
C 1.401 11.955 1.798 -0.05
O -3.112 11.249 1.619 -0.18
C -3.674 12.416 1.159 -0.28
C -3.213 12.786 -0.255 -0.08
H -0.271 6.468 2.407 0.06
H -1.726 7.192 3.049 0.07
H -1.569 7.118 1.262 0.07
H 0.560 8.669 2.771 0.11
H 0.135 8.640 1.036 0.11
H -0.391 13.263 1.493 0.12
H -0.548 11.897 2.764 0.11
H 1.589 11.629 0.775 0.07
H 1.965 12.853 2.049 0.07
H 1.812 11.161 2.422 0.06
H -4.762 12.353 1.147 0.12
H -3.435 13.135 1.943 0.12
H -3.465 11.985 -0.951 0.08
H -3.842 13.613 -0.586 0.08
H -2.162 12.977 -0.474 0.07
C -4.254 -10.064 1.014 -0.08
C -5.531 -10.462 0.233 -0.28
O -6.601 -10.850 1.097 -0.17
P -6.594 -12.390 1.648 0.46
O -5.324 -13.162 1.544 -0.24
O -7.115 -12.004 3.138 -0.18
C -6.713 -12.792 4.249 -0.30
C -6.089 -11.860 5.285 -0.08
O -7.771 -13.062 0.866 -0.18
C -8.628 -14.085 1.409 -0.22
C -8.584 -15.308 0.405 -0.05
H -3.977 -10.852 1.714 0.06
H -3.410 -9.938 0.335 0.08
H -4.425 -9.174 1.619 0.07
H -5.747 -9.593 -0.389 0.11
H -5.164 -11.234 -0.444 0.11
H -7.605 -13.147 4.766 0.11
H -6.126 -13.699 4.107 0.12
H -6.738 -11.002 5.460 0.08
H -5.984 -12.347 6.254 0.07
H -5.082 -11.498 5.078 0.07
H -8.403 -14.268 2.460 0.10
H -9.658 -13.737 1.492 0.11
H -8.649 -14.880 -0.596 0.07
H -7.603 -15.781 0.402 0.07
H -9.267 -16.139 0.583 0.07
C -4.955 -3.912 -5.125 -0.09
C -5.706 -4.678 -4.127 -0.30
O -6.092 -5.908 -4.768 -0.20
P -7.646 -6.095 -5.295 0.52
O -8.515 -6.168 -4.073 -0.26
O -7.922 -4.857 -6.336 -0.20
C -8.986 -3.887 -6.140 -0.24
C -8.675 -2.563 -6.876 -0.07
O -7.541 -7.381 -6.246 -0.17
C -7.451 -8.616 -5.676 -0.33
C -8.426 -9.628 -6.328 -0.05
H -3.969 -4.354 -5.268 0.08
H -5.424 -4.016 -6.104 0.08
H -4.915 -2.931 -4.653 0.09
H -5.057 -4.907 -3.282 0.12
H -6.533 -4.123 -3.685 0.12
H -9.899 -4.443 -6.356 0.12
H -9.229 -3.655 -5.103 0.11
H -7.726 -2.544 -7.413 0.07
H -9.491 -2.200 -7.501 0.07
H -8.618 -1.613 -6.345 0.07
H -6.439 -8.818 -6.028 0.12
H -7.391 -8.701 -4.591 0.12
H -8.033 -9.829 -7.325 0.08
H -8.657 -10.503 -5.721 0.07
H -9.378 -9.101 -6.262 0.08
C 3.095 4.079 -2.698 -0.07
C 2.814 3.476 -1.350 -0.31
O 2.516 2.147 -1.503 -0.14
P 3.112 0.956 -0.649 0.37
O 4.283 0.325 -1.235 -0.22
O 3.392 1.579 0.782 -0.17
C 4.666 2.092 1.089 -0.29
C 4.605 2.840 2.470 -0.05
O 1.829 0.020 -0.548 -0.18
C 1.766 -1.341 -0.003 -0.24
C 0.366 -1.745 0.349 -0.07
H 2.803 5.125 -2.783 0.08
H 4.156 4.063 -2.950 0.07
H 2.732 3.551 -3.580 0.08
H 3.631 3.763 -0.687 0.10
H 1.961 3.994 -0.913 0.12
H 5.351 1.275 1.316 0.11
H 5.162 2.669 0.308 0.11
H 4.351 3.849 2.144 0.06
H 3.903 2.322 3.124 0.07
H 5.533 2.953 3.030 0.07
H 2.350 -1.941 -0.701 0.12
H 2.258 -1.358 0.969 0.11
H 0.151 -2.463 -0.442 0.07
H 0.273 -2.423 1.197 0.08
H -0.343 -0.919 0.407 0.09
C 1.046 13.201 -4.488 -0.09
C 1.712 14.426 -4.066 -0.28
O 0.864 15.563 -4.448 -0.18
P 1.467 16.871 -5.127 0.50
O 0.632 18.096 -5.225 -0.25
O 1.915 16.314 -6.598 -0.20
C 1.589 16.987 -7.825 -0.26
C 0.331 16.297 -8.276 -0.09
O 2.969 17.033 -4.418 -0.23
C 3.256 17.421 -3.058 -0.26
C 4.678 16.934 -2.688 -0.06
H 0.002 13.280 -4.185 0.09
H 1.166 13.027 -5.557 0.09
H 1.490 12.427 -3.862 0.09
H 1.682 14.401 -2.977 0.12
H 2.714 14.418 -4.495 0.12
H 1.201 17.977 -7.587 0.10
H 2.361 17.208 -8.562 0.12
H -0.509 16.739 -7.740 0.08
H 0.243 16.079 -9.340 0.07
H 0.216 15.236 -8.057 0.07
H 3.154 18.506 -3.042 0.11
H 2.496 17.002 -2.399 0.11
H 5.535 17.485 -3.075 0.07
H 4.816 17.136 -1.626 0.07
H 4.647 15.868 -2.915 0.07
C 9.776 -2.546 -1.091 -0.09
C 10.690 -2.741 -2.236 -0.53
C 11.173 -1.379 -2.788 -0.35
F 10.258 -0.559 -3.247 0.12
F 11.769 -0.544 -1.940 0.11
F 11.742 -3.541 -1.951 0.14
F 10.059 -3.422 -3.115 0.19
O 9.788 -3.622 -0.218 0.03
C 9.770 -3.499 1.173 -0.56
C 9.616 -4.906 1.807 -0.28
F 10.695 -5.745 1.728 0.08
F 9.387 -4.792 3.113 0.11
F 10.815 -2.828 1.595 0.21
F 8.611 -2.904 1.390 0.17
H 8.804 -2.259 -1.493 0.16
H 10.027 -1.679 -0.480 0.15
H 11.860 -1.579 -3.611 0.17
H 8.766 -5.407 1.343 0.17
C 0.981 -11.690 5.258 -0.07
C 1.430 -12.975 4.556 -0.51
C 0.425 -14.121 4.567 -0.34
F 0.909 -15.197 3.954 0.13
F -0.102 -14.335 5.788 0.10
F 1.764 -12.702 3.295 0.15
F 2.483 -13.336 5.263 0.15
O 2.078 -10.790 5.220 -0.01
C 1.902 -9.418 4.735 -0.44
C 3.193 -8.627 4.981 -0.31
F 3.111 -7.521 4.256 0.11
F 3.387 -8.202 6.242 0.11
F 1.651 -9.679 3.421 0.13
F 0.861 -8.781 5.296 0.16
H 0.747 -11.850 6.310 0.15
H 0.100 -11.285 4.761 0.15
H -0.448 -13.800 3.998 0.17
H 4.087 -9.166 4.668 0.18
C 2.372 0.876 8.500 -0.08
C 3.788 0.289 8.665 -0.46
C 3.851 -0.692 9.864 -0.24
F 5.108 -1.169 9.791 0.10
F 3.648 -0.090 11.135 0.04
F 4.116 -0.408 7.565 0.13
F 4.700 1.280 8.825 0.13
O 1.403 -0.116 8.328 0.02
C 0.326 0.190 7.420 -0.57
C -0.324 -1.089 6.902 -0.23
F -1.271 -0.857 5.861 0.04
F 0.530 -2.064 6.561 0.11
F -0.560 0.899 8.050 0.21
F 0.797 0.853 6.398 0.19
H 2.397 1.681 7.765 0.15
H 2.131 1.325 9.464 0.14
H 3.107 -1.474 9.708 0.17
H -0.951 -1.601 7.632 0.17
C 4.075 -1.479 -6.410 -1.40
Br 2.211 -0.760 -6.259 0.49
Br 5.308 -0.027 -7.230 0.44
Br 4.005 -3.029 -7.671 0.49
H 4.489 -1.771 -5.445 -0.02

---

Number 1: E -94562.98097 eV, F_max 1.1 eV Å⁻¹. Number 2: E -10908.32676 eV, F_max 1.3 eV Å⁻¹. Number 3: E -8730.81588 eV, F_max 0.7 eV Å⁻¹. Number 4: E -115026.04980 eV, F_max 1.8 eV Å⁻¹. Number 5: E -13362.41902 eV, F_max 5.6 eV Å⁻¹. Number 6: E -418017.93352 eV, F_max 4.8 eV Å⁻¹.